No. 1
The following is a quantum chemistry calculation of 2 unconnected molecules or ions with the total composition CH2NO3S in a non-equilibrium geometry, from OMol25.

Element x y z (Å)
1 C -0.82700 -0.53227 -0.68696
2 N 1.47721 1.70915 1.08743
3 O 1.27457 2.53110 2.05036
4 O 2.69775 1.58399 0.71443
5 O -2.18421 -2.80847 -1.08947
6 S -0.98030 -2.20217 -0.42307
7 H -1.41466 -0.23477 -1.46960
8 H -0.04335 -0.04657 -0.18311

Output
* ΔE to the lowest compared entry with this formula, charge and spin: 443.5 kJ/mol
* max |F|: 5.7 eV Å⁻¹
* total charge: -1
* E_HOMO: -3.49 eV

Let us look at the Löwdin charges, expressed in e, one per atom: atom 1 (C): -0.2179, atom 2 (N): -0.3736, atom 3 (O): -0.2788, atom 4 (O): -0.2833, atom 5 (O): -0.6433, atom 6 (S): 0.8441, atom 7 (H): -0.0177, atom 8 (H): -0.0294

***

No. 2
The following is a quantum chemistry calculation of 2 unconnected molecules or ions with the total composition CH2NO3S in a non-equilibrium geometry, from OMol25.

Element x y z (Å)
1 C -1.51432 -0.06923 0.03902
2 N 2.04928 -0.07136 -0.13688
3 O -0.75888 -0.99611 0.73271
4 O -2.65261 -0.37631 -0.25614
5 O -0.96116 1.03186 -0.22547
6 S 1.37740 1.31045 0.15981
7 H 0.14596 -0.65282 0.81254
8 H 2.31433 -0.17649 -1.12558

Output
* ΔE to the lowest compared entry with this formula, charge and spin: 89.5 kJ/mol
* max |F|: 1.9 eV Å⁻¹
* total charge: -1
* E_HOMO: -4.32 eV

Let us look at the Löwdin charges, expressed in e, one per atom: atom 1 (C): -0.8524, atom 2 (N): -0.5537, atom 3 (O): 0.0101, atom 4 (O): -0.0024, atom 5 (O): -0.2012, atom 6 (S): 0.6515, atom 7 (H): 0.0023, atom 8 (H): -0.0542

***

No. 3
The following is a quantum chemistry calculation of a molecular structure, CH2NO3S2 in a non-equilibrium geometry, from OMol25.

Element x y z (Å)
1 C -1.55136 -0.69576 -0.69789
2 N -0.12622 -0.26507 -0.22417
3 O -1.72158 -0.71921 -1.88736
4 O 2.70338 0.02366 -0.78131
5 O 2.31174 -1.44227 1.05838
6 S -2.60909 -1.09810 0.48492
7 S 1.98995 -1.13771 -0.36150
8 H -0.17111 -0.66934 0.69673
9 H -0.07758 0.72622 -0.04529

Output
* ΔE to the lowest compared entry with this formula, charge and spin: 46.3 kJ/mol
* max |F|: 2.7 eV Å⁻¹
* total charge: -1
* E_HOMO: -4.13 eV

Let us look at the Löwdin charges, expressed in e, one per atom: atom 1 (C): -1.1460, atom 2 (N): -0.0817, atom 3 (O): -0.0926, atom 4 (O): -0.4900, atom 5 (O): -0.5058, atom 6 (S): 0.4650, atom 7 (S): 0.7851, atom 8 (H): -0.0105, atom 9 (H): 0.0765

***

No. 4
The following is a quantum chemistry calculation of 3 unconnected molecules or ions with the total composition CH2NO4 in a non-equilibrium geometry, from OMol25.

Element x y z (Å)
1 C 1.58380 -2.56863 1.66763
2 N -1.13751 2.15252 -0.92364
3 O -0.81063 2.22371 -1.99720
4 O -1.46633 2.18997 0.12154
5 O -0.38480 -0.01173 -0.34467
6 O 2.11622 -3.00995 2.51973
7 H 0.56922 -0.21117 -0.01267
8 H -0.46998 -0.76471 -1.03071

Output
* ΔE to the lowest compared entry with this formula, charge and spin: 15.0 kJ/mol
* max |F|: 3.7 eV Å⁻¹
* total charge: +1
* E_HOMO: -16.13 eV

Let us look at the Löwdin charges, expressed in e, one per atom: atom 1 (C): -0.0374, atom 2 (N): -0.0833, atom 3 (O): 0.4500, atom 4 (O): 0.4661, atom 5 (O): -0.1022, atom 6 (O): 0.0757, atom 7 (H): 0.1071, atom 8 (H): 0.1240

***

No. 5
The following is a quantum chemistry calculation of a gas-phase ion, CH2NO4S (charge -1) in a non-equilibrium geometry, from OMol25.

Element x y z (Å)
1 O -1.10304 1.61999 0.51321
2 S -1.25890 0.30048 -0.05917
3 O -0.97845 0.12158 -1.47506
4 O -2.33213 -0.47710 0.45195
5 N 0.24743 -0.65027 0.91569
6 C 1.21528 -0.04799 0.06191
7 O 0.88910 -1.38530 -0.09676
8 H 1.02695 0.52007 -0.82304
9 H 2.29375 -0.00147 0.51128

Output
* ΔE to the lowest compared entry with this formula, charge and spin: 343.6 kJ/mol
* max |F|: 5.0 eV Å⁻¹
* total charge: -1
* SMILES: O=S(=O)([O-])N1CO1
* E_HOMO: -4.72 eV

Let us look at the Löwdin charges, expressed in e, one per atom: atom 1 (O): -0.3609, atom 2 (S): 0.4320, atom 3 (O): -0.3583, atom 4 (O): -0.3615, atom 5 (N): -0.0624, atom 6 (C): -0.3427, atom 7 (O): -0.1431, atom 8 (H): 0.0744, atom 9 (H): 0.1224

***

No. 6
The following is a quantum chemistry calculation of a molecular structure, CH2Na8O4 in a non-equilibrium geometry, from OMol25.

Element x y z (Å)
1 Na 0.21869 -3.06003 2.13478
2 Na 3.24274 -0.25330 -2.17472
3 Na -0.84000 4.75983 1.93046
4 Na 3.47846 0.71039 2.25496
5 Na -1.95555 0.26569 5.09772
6 Na -4.41727 -0.97532 0.92674
7 Na 2.83406 5.21411 -1.24196
8 Na -0.95745 1.91416 -4.29436
9 C -0.43612 0.91602 0.09362
10 O -0.45677 0.81435 1.31370
11 O -0.99693 0.03847 -0.62400
12 O 0.20580 1.79531 -0.47929
13 O -0.21600 -4.31840 -1.50545
14 H 0.73039 -4.38690 -1.63148
15 H -0.43407 -3.43438 -1.80072

Output
* ΔE to the lowest compared entry with this formula, charge and spin: 0.5 kJ/mol
* max |F|: 6.4 eV Å⁻¹
* total charge: +6
* E_HOMO: -21.14 eV

Let us look at the Löwdin charges, expressed in e, one per atom: atom 1 (Na): 0.9362, atom 2 (Na): 0.9597, atom 3 (Na): 0.9502, atom 4 (Na): 0.9527, atom 5 (Na): 0.9735, atom 6 (Na): 0.9584, atom 7 (Na): 0.9772, atom 8 (Na): 0.9622, atom 9 (C): -1.2202, atom 10 (O): -0.1645, atom 11 (O): -0.1494, atom 12 (O): -0.1618, atom 13 (O): -0.0276, atom 14 (H): 0.0324, atom 15 (H): 0.0207

***

No. 7
The following is a quantum chemistry calculation of CH2O2S in the gas phase in a non-equilibrium geometry, from OMol25.

Element x y z (Å)
1 C -0.09351 0.35129 -0.26022
2 O 0.95867 -0.47478 -0.20151
3 O 0.54816 -1.49075 0.66184
4 S -0.93195 0.16303 1.36808
5 H 0.35448 1.29264 -0.39797
6 H -0.83584 0.15857 -1.17023

Output
* ΔE to the lowest compared entry with this formula, charge and spin: 688.2 kJ/mol
* max |F|: 2.9 eV Å⁻¹
* total charge: 0
* E_HOMO (alpha / beta): -9.61 / -9.68 eV

Let us look at the Löwdin charges, expressed in e, one per atom: atom 1 (C): -0.6191, atom 2 (O): -0.2400, atom 3 (O): -0.1501, atom 4 (S): 0.8152, atom 5 (H): 0.0614, atom 6 (H): 0.1326

***

No. 8
The following is a quantum chemistry calculation of a molecular structure, CH2O3P2 in a non-equilibrium geometry, from OMol25.

Element x y z (Å)
1 C 0.11967 -0.46643 0.90833
2 O -0.74294 -1.58104 -1.27482
3 O 1.40961 -0.18927 -1.61564
4 O -0.21821 2.51933 -0.13475
5 P -1.10348 1.29870 -0.14307
6 P 0.08626 -0.39939 -0.82210
7 H -0.55963 -1.02348 1.53761
8 H 1.00873 -0.15843 1.54443

Output
* ΔE to the lowest compared entry with this formula, charge and spin: 102.3 kJ/mol
* max |F|: 3.0 eV Å⁻¹
* total charge: -2
* E_HOMO: 1.42 eV

Let us look at the Löwdin charges, expressed in e, one per atom: atom 1 (C): -0.4063, atom 2 (O): -0.5614, atom 3 (O): -0.5600, atom 4 (O): -0.7854, atom 5 (P): 0.4416, atom 6 (P): -0.0459, atom 7 (H): -0.0652, atom 8 (H): -0.0174

***

No. 9
The following is a quantum chemistry calculation of CH2O3P2 in the gas phase in a non-equilibrium geometry, from OMol25.

Element x y z (Å)
1 O 2.26525 -1.89896 1.05769
2 P 0.93884 -1.73178 0.36327
3 C 0.38510 0.15558 0.14687
4 P -1.30858 0.56173 -0.49524
5 O -1.56807 0.04079 -1.79563
6 O -2.09309 1.55284 0.21801
7 H 0.26219 0.70598 1.10356
8 H 1.11836 0.61382 -0.59854

Output
* ΔE to the lowest compared entry with this formula, charge and spin: 80.0 kJ/mol
* max |F|: 2.7 eV Å⁻¹
* total charge: 0
* SMILES: O=PCP(=O)=O
* E_HOMO: -10.56 eV

Let us look at the Löwdin charges, expressed in e, one per atom: atom 1 (O): -0.4949, atom 2 (P): 0.8860, atom 3 (C): -0.4578, atom 4 (P): 0.5175, atom 5 (O): -0.2812, atom 6 (O): -0.2790, atom 7 (H): 0.0369, atom 8 (H): 0.0724

***

No. 10
The following is a quantum chemistry calculation of CH2O3S in the gas phase in a non-equilibrium geometry, from OMol25.

Element x y z (Å)
1 C -0.43936 -0.09106 0.19980
2 O 2.14367 -0.69311 0.45121
3 O 0.23351 1.07726 0.47963
4 O -1.50387 -0.05532 -0.60039
5 S 1.25274 0.01235 -0.43259
6 H -0.57907 -0.76583 1.14412
7 H -1.10762 0.51570 -1.24178

Output
* ΔE to the lowest compared entry with this formula, charge and spin: 95.0 kJ/mol
* max |F|: 4.2 eV Å⁻¹
* total charge: 0
* E_HOMO: -9.88 eV

Let us look at the Löwdin charges, expressed in e, one per atom: atom 1 (C): -0.6372, atom 2 (O): -0.4736, atom 3 (O): -0.2355, atom 4 (O): 0.0539, atom 5 (S): 1.0306, atom 6 (H): 0.1812, atom 7 (H): 0.0805